No. 1
The following is a quantum chemistry calculation of a cluster of 2 separate species, C2H7N4 in total at a distorted geometry, from the Open Molecules 2025 dataset.

```
13
Properties=species:S:1:pos:R:3
C 0.739 0.056 0.289
C 0.780 -2.441 0.131
N -1.510 1.766 0.457
N 0.839 -1.169 -0.323
N 1.710 0.821 -0.049
N -2.675 1.770 0.295
H 0.875 -2.678 1.239
H 0.776 -3.140 -0.702
H 0.933 -0.940 -1.365
H 1.813 1.734 0.468
H 2.511 0.675 -0.670
H -3.364 2.590 0.276
H -3.428 0.954 -0.046
```

Computed properties:
Multiplicity ... 3
M ... 87.11 Da
Gap between HOMO and LUMO (spin up / spin down) ... 7.74 / 5.71 eV
Total energy ... -298.90637 Eh
Net charge ... +1
Energy relative to the best compared isomer or geometry (same formula, charge and spin) ... 357.10 kJ/mol
Max |F| ... 0.1096 hartree/bohr
E_HOMO (spin up / spin down) ... -0.41003 / -0.45374 Ha

Listed below, in e, are the natural (NBO) charges computed for each atom: number 1, C, carries 0.57; number 2, C, carries -0.15; number 3, N, carries -0.08; number 4, N, carries -0.62; number 5, N, carries -0.80; number 6, N, carries -0.35; number 7, H, carries 0.23; number 8, H, carries 0.21; number 9, H, carries 0.41; number 10, H, carries 0.44; number 11, H, carries 0.43; number 12, H, carries 0.36; number 13, H, carries 0.33

---

No. 2
The following is a quantum chemistry calculation of the molecule C5H6F2 at a distorted geometry, from the Open Molecules 2025 dataset.

```
13
Properties=species:S:1:pos:R:3
F 1.147 -1.548 -0.551
C 1.742 -0.673 0.261
C 1.338 0.579 0.400
C 0.186 1.210 -0.270
C -1.013 0.658 -0.452
C -1.462 -0.691 0.010
F -2.815 -0.640 0.314
H 2.626 -1.097 0.759
H 1.915 1.212 1.039
H 0.346 2.226 -0.636
H -1.782 1.230 -0.971
H -1.311 -1.456 -0.799
H -0.916 -1.009 0.898
```

Computed properties:
SMILES ... F/C=C\C=C/CF
M ... 104.10 Da
Gap between HOMO and LUMO ... 10.30 eV
Total energy ... -393.79689 Eh
Energy relative to the best compared isomer or geometry (same formula, charge and spin) ... 12.80 kJ/mol
Max |F| ... 0.0216 hartree/bohr
E_HOMO ... -0.34322 Ha

Listed below, in e, are the natural (NBO) charges computed for each atom: number 1, F, carries -0.33; number 2, C, carries 0.25; number 3, C, carries -0.33; number 4, C, carries -0.23; number 5, C, carries -0.19; number 6, C, carries 0.01; number 7, F, carries -0.37; number 8, H, carries 0.18; number 9, H, carries 0.23; number 10, H, carries 0.22; number 11, H, carries 0.22; number 12, H, carries 0.18; number 13, H, carries 0.18

---

No. 3
The following is a quantum chemistry calculation of a cluster of 2 separate species, CHCl2F2P in total at a distorted geometry, from the Open Molecules 2025 dataset.

```
7
Properties=species:S:1:pos:R:3
C -0.509 0.350 -0.519
F 3.457 2.459 -2.540
F 1.454 2.079 -3.976
P 2.957 1.469 -3.715
Cl 1.083 0.577 0.174
Cl -0.311 0.202 -2.214
H -1.378 0.957 -0.132
```

Computed properties:
Multiplicity ... 3
M ... 152.90 Da
Gap between HOMO and LUMO (spin up / spin down) ... 9.27 / 10.31 eV
Total energy ... -1500.12205 Eh
Max |F| ... 0.0299 hartree/bohr
E_HOMO (spin up / spin down) ... -0.31189 / -0.40958 Ha

Listed below, in e, are the natural (NBO) charges computed for each atom: number 1, C, carries -0.26; number 2, F, carries -0.58; number 3, F, carries -0.59; number 4, P, carries 1.17; number 5, Cl, carries 0.01; number 6, Cl, carries 0.04; number 7, H, carries 0.22

---

No. 4
The following is a quantum chemistry calculation of the molecule C5H8OS2 at a distorted geometry, from the Open Molecules 2025 dataset.

```
16
Properties=species:S:1:pos:R:3
C 1.119 1.015 -0.541
C 1.102 0.074 -1.724
C -0.097 1.592 -0.090
C -0.265 -1.085 0.152
C -1.460 -1.591 0.967
O 2.171 1.219 0.141
S -0.361 -1.004 -1.555
S -0.213 2.349 1.491
H 0.885 0.492 -2.703
H 1.948 -0.490 -1.430
H -1.006 1.628 -0.625
H 0.628 -1.137 0.817
H -1.187 -2.507 1.625
H -2.356 -1.934 0.239
H -1.877 -0.766 1.523
H 0.968 2.145 1.714
```

Computed properties:
M ... 148.25 Da
Gap between HOMO and LUMO (spin up / spin down) ... 6.27 / 8.03 eV
Total energy ... -1066.78932 Eh
Energy relative to the best compared isomer or geometry (same formula, charge and spin) ... 372.94 kJ/mol
Max |F| ... 0.0886 hartree/bohr
E_HOMO (spin up / spin down) ... -0.26893 / -0.29259 Ha

Listed below, in e, are the natural (NBO) charges computed for each atom: number 1, C, carries 0.41; number 2, C, carries -0.61; number 3, C, carries -0.36; number 4, C, carries -0.36; number 5, C, carries -0.67; number 6, O, carries -0.59; number 7, S, carries 0.32; number 8, S, carries 0.11; number 9, H, carries 0.26; number 10, H, carries 0.25; number 11, H, carries 0.22; number 12, H, carries 0.22; number 13, H, carries 0.23; number 14, H, carries 0.21; number 15, H, carries 0.23; number 16, H, carries 0.13